Arrangement w

This record from the OMol25 dataset describes an isolated ion of composition C3H7N2S2 and charge +1. The level of theory is ωB97M-V/def2-TZVPD.

The geometry in ORCA input format:
```
! RIJCOSX wB97M-V def2-TZVPD def2/J DEFGRID3
* xyz 1 1
C 1.4203 -0.1279 -0.6516
C -0.9188 -0.1665 0.3017
C -2.3182 0.0781 -0.1332
N 1.9674 -0.1135 0.5256
N 0.0661 -0.0724 -0.7925
S -0.6439 1.3044 1.4233
S 3.5323 -0.5703 0.7112
H 2.0333 -0.1531 -1.6345
H -0.7136 -1.1006 0.8806
H -2.2514 0.9645 -0.7189
H -3.0069 0.2673 0.7680
H -2.8167 -0.7165 -0.6192
H -0.2447 0.0141 -1.8232
H 3.8948 0.3924 1.7627
*
```

Calculated values
Gap between HOMO and LUMO (spin up / spin down) ... 5.9 / 7.3 eV
M ... 135.237 u
E_HOMO (spin up / spin down) ... -0.48970 / -0.47522 hartree

***

Arrangement x

This record from the OMol25 dataset describes an isolated ion of composition C3H7N2S2 and charge +1. The level of theory is ωB97M-V/def2-TZVPD.

The geometry in ORCA input format:
```
! RIJCOSX wB97M-V def2-TZVPD def2/J DEFGRID3
* xyz 1 1
C 0.2753 0.4803 -0.9351
C -0.8298 -0.2361 -1.6004
C -0.2043 0.4621 0.8572
N 1.2730 1.0686 -1.3126
N 0.6350 -0.5132 1.5302
S -1.5150 -1.5393 -0.5931
S -1.9448 -0.1895 0.8865
H -1.4659 0.4845 -1.9330
H -0.3343 -0.6407 -2.4697
H -0.2139 1.5136 1.2219
H 1.9916 1.5596 -0.7084
H 0.1653 -0.5099 2.3866
H 1.6352 -0.4074 1.5488
H 0.5327 -1.5326 1.1212
*
```

Calculated values
Gap between HOMO and LUMO ... 9.7 eV
M ... 135.237 u
E_HOMO ... -0.49155 hartree
Structure (SMILES) ... [H]/N=C1/CSS[C@H]1[NH3+]

***

Top of the stability list: arrangement x, leading by 150.7 kJ/mol.